No. 1
This record from the Open Molecules 2025 dataset describes a structure of composition C30H40BiIN9O2. The level of theory is the ωB97M-V functional and the def2-TZVPD basis.

XYZ file:
```
83
Properties=species:S:1:pos:R:3
Bi -0.2960 -0.8849 0.1522
C -3.3469 -1.8042 0.7518
N -2.2144 -1.7589 1.6902
C -2.5553 -0.8841 2.8537
C -1.5851 0.2537 3.1807
C -1.5483 1.4065 2.1672
N -0.5579 1.2229 1.0953
C 0.1627 2.2159 0.7246
C 1.1537 2.2891 -0.3321
C 1.5371 3.5960 -0.6913
C 2.4934 3.8440 -1.6445
C 3.1295 2.7547 -2.2479
C 2.7930 1.4645 -1.9034
C 1.7948 1.1879 -0.9517
O 1.5510 -0.0895 -0.6913
C -1.8017 -3.1114 2.1474
C -1.7305 -4.2277 1.0935
C -0.7505 -4.0571 -0.0943
N 0.3466 -3.1930 0.2950
C 1.4780 -3.6538 0.6748
C 2.4292 -2.8882 1.4337
C 3.6902 -3.4592 1.6941
C 4.5512 -2.9027 2.6037
C 4.1303 -1.7756 3.3223
C 2.8989 -1.2037 3.0966
C 2.0284 -1.7148 2.1184
O 0.8669 -1.0963 1.9409
H -4.2494 -2.2158 1.2146
H -3.1004 -2.4069 -0.1233
H -3.5654 -0.7931 0.4021
H -2.6580 -1.5112 3.7409
H -3.5409 -0.4535 2.6623
H -0.5750 -0.1306 3.3208
H -1.9115 0.6650 4.1374
H -1.3350 2.3433 2.6870
H -2.5322 1.5168 1.6963
H -0.0052 3.1659 1.2397
H 1.0467 4.4280 -0.1959
H 2.7557 4.8581 -1.9127
H 3.9015 2.9250 -2.9891
H 3.2839 0.6146 -2.3628
H -2.5064 -3.4580 2.9117
H -0.8310 -2.9942 2.6312
H -2.7255 -4.4397 0.6987
H -1.4317 -5.1136 1.6565
H -1.2666 -3.5985 -0.9454
H -0.3967 -5.0394 -0.4175
H 1.7172 -4.7081 0.4951
H 3.9672 -4.3642 1.1638
H 5.5224 -3.3426 2.7869
H 4.7812 -1.3478 4.0754
H 2.5750 -0.3310 3.6458
I 4.1511 5.3342 3.9870
C 3.7002 3.5705 3.0165
C 4.4951 2.8773 2.1386
N 3.7733 1.8021 1.7563
N 2.5630 1.7502 2.3193
C 2.5074 2.8241 3.0950
H 5.4925 3.0713 1.7797
H 4.0468 1.0704 1.1216
H 1.6281 3.0287 3.6897
C -1.1173 -0.3347 -3.3314
N -1.4395 0.1825 -4.6535
C -2.8693 -0.0447 -4.8980
N -3.7114 0.6076 -3.8873
C -3.3430 0.0876 -2.5772
N -1.9159 0.3070 -2.2640
C -1.6653 1.7654 -2.3407
N -2.0047 2.3221 -3.6433
C -1.1984 1.6310 -4.6571
C -3.4205 2.0465 -3.9114
H -0.0554 -0.1681 -3.1250
H -1.3156 -1.4106 -3.3175
H -3.0669 -1.1182 -4.8881
H -3.1273 0.3497 -5.8806
H -3.5503 -0.9856 -2.5512
H -3.9482 0.5821 -1.8132
H -0.6100 1.9526 -2.1423
H -2.2640 2.2623 -1.5717
H -0.1414 1.8203 -4.4598
H -1.4492 2.0266 -5.6412
H -3.6825 2.4446 -4.8917
H -4.0296 2.5470 -3.1566
```

Results
HOMO = -10.6 eV
total charge = +1
M = 894.60 g mol⁻¹
Kohn-Sham gap = 8.10 eV
total energy = -2322.5403 a.u.
E_LUMO = -2.5 eV

***

No. 2
This record from the Open Molecules 2025 dataset describes a structure of composition C30H40F6MoNO6S2Se. The level of theory is the ωB97M-V functional and the def2-TZVPD basis.

XYZ file:
```
87
Properties=species:S:1:pos:R:3
Mo 0.2441 -0.6479 1.4695
C -0.5419 4.5851 7.0893
C 0.7162 4.3802 6.2256
C 1.1517 5.7273 5.6188
C 1.8426 3.8398 7.1041
C 0.3758 3.4337 5.0868
C 1.0843 2.2330 4.8800
C 0.7303 1.4580 3.8176
Se 1.6708 -0.0825 3.2745
C -1.1019 -1.7554 2.7045
C -1.3678 -2.2012 3.9323
C -2.4783 -3.1660 4.0959
C -3.3584 -3.4687 2.9996
C -3.1743 -3.0288 1.7280
C -1.9794 -2.1441 1.5819
O -1.5833 -1.6165 0.5342
C -4.0323 -3.3818 0.5534
C -4.6101 -2.0742 -0.0416
C -5.1822 -4.3002 0.9615
C -3.1552 -4.1003 -0.5003
C -2.7116 -3.7927 5.4006
C -3.1785 -5.2620 5.3074
C -3.9248 -2.9060 5.9158
C -1.5567 -3.6727 6.3973
C -0.3234 1.8278 2.9403
O -0.4843 0.9242 1.9545
C -1.0519 3.0088 3.0976
C -0.6550 3.7631 4.1948
C -2.1965 3.4952 2.2084
C -2.5052 2.5579 1.0396
C -1.8152 4.8712 1.6353
C -3.4612 3.6229 3.0746
H -0.2964 5.2467 7.9199
H -0.8982 3.6409 7.5052
H -1.3571 5.0505 6.5350
H 1.3832 6.4221 6.4259
H 0.3681 6.1804 5.0109
H 2.0453 5.6142 5.0030
H 2.0385 4.5523 7.9042
H 2.7766 3.7191 6.5511
H 1.5781 2.8907 7.5760
H 1.9013 1.9485 5.5285
H -0.7686 -1.9543 4.7955
H -4.1892 -4.1257 3.2016
H -5.2170 -1.5391 0.6905
H -5.2582 -2.3477 -0.8737
H -3.8368 -1.4118 -0.4266
H -5.8465 -3.8300 1.6898
H -4.8270 -5.2533 1.3591
H -5.7789 -4.5239 0.0788
H -2.3673 -3.4598 -0.8939
H -3.7998 -4.3867 -1.3306
H -2.7087 -5.0093 -0.0948
H -4.1007 -5.3954 4.7469
H -3.3661 -5.6142 6.3205
H -2.4016 -5.8888 4.8695
H -4.8149 -3.0272 5.3020
H -3.6658 -1.8501 5.9914
H -4.1304 -3.2850 6.9184
H -0.6554 -4.1689 6.0334
H -1.8462 -4.1678 7.3223
H -1.3247 -2.6390 6.6558
H -1.1857 4.6889 4.3663
H -1.6567 2.4459 0.3611
H -3.3213 2.9886 0.4603
H -2.8392 1.5722 1.3771
H -0.9180 4.8093 1.0171
H -1.6443 5.6128 2.4145
H -2.6325 5.2347 1.0124
H -3.7431 2.6609 3.5088
H -4.2870 3.9708 2.4538
H -3.3358 4.3404 3.8848
F 2.2126 -0.8812 -3.8497
C 1.2763 -0.3899 -3.0885
F 0.0964 -0.8874 -3.3686
F 1.2641 0.9201 -3.0987
S 1.7165 -0.8773 -1.3245
O 0.5925 -0.2429 -0.4925
O 3.0021 -0.4099 -0.9482
N 1.4769 -2.4378 -1.3217
S 1.5884 -3.2480 -0.0023
O 0.7579 -4.3887 0.0715
O 1.3178 -2.2619 1.1800
C 3.4073 -3.7236 0.3068
F 3.9816 -3.7992 -0.8622
F 3.9476 -2.7794 1.0484
F 3.3924 -4.8707 0.9286
```

Results
ΔE to the lowest compared entry with this formula, charge and spin = 11.4 kJ/mol
HOMO (spin up / spin down) = -17.2 / -17.2 eV
total charge = +3
M = 863.67 g mol⁻¹
Kohn-Sham gap (spin up / spin down) = 4.94 / 4.93 eV
total energy = -5537.4100 a.u.
E_LUMO (spin up / spin down) = -12.3 / -12.3 eV